1.
2 unconnected molecules or ions with the total composition C15H19ClNO2, computed with ωB97M-V/def2-TZVPD.

Geometry as ORCA input:
```
! RIJCOSX wB97M-V def2-TZVPD def2/J DEFGRID3
* xyz -1 1
C 2.0791 0.7732 0.9957
C 2.0289 0.1499 -0.3753
C 3.1911 0.4925 -1.3074
N 1.0893 -0.5967 -0.8424
C 0.9625 -1.9457 -0.2445
C -0.2912 -2.5487 -0.9613
C -1.5079 -2.4593 -0.0098
C -2.5794 -1.3898 -0.3569
C -2.0856 -0.0219 0.0827
C -2.0876 0.4045 1.4150
C -1.6035 1.6450 1.8110
C -1.0925 2.4939 0.8183
C -1.0991 2.1202 -0.5191
C -0.5443 3.0086 -1.6336
C -1.6017 0.8645 -0.8815
O -0.9023 -2.3165 1.2628
C 0.4629 -2.0626 1.2207
O 1.0827 -2.0022 2.2307
H 3.0966 0.9634 1.3581
H 1.6104 1.7681 0.8915
H 1.5043 0.2401 1.7596
H 3.8093 1.3075 -0.9061
H 2.7780 0.8815 -2.2515
H 3.7918 -0.3925 -1.5359
H 1.8907 -2.5013 -0.3939
H 0.0066 -3.5838 -1.1848
H -0.3802 -2.0103 -1.9109
H -1.9934 -3.4474 -0.0606
H -2.6362 -1.3916 -1.4535
H -3.5563 -1.6508 0.0617
H -2.4585 -0.2735 2.1840
H -1.6194 1.9445 2.8550
H -0.6780 3.4636 1.0997
H -1.3362 3.5362 -2.1731
H -0.0155 2.3351 -2.3229
H 0.2115 3.6777 -1.2060
H -1.5927 0.5443 -1.9249
Cl 2.0658 -2.0196 4.4093
*
```

Kohn-Sham gap = 0.1903 Ha
Highest occupied orbital energy = -2.50 eV
E_LUMO = 2.678 eV
E_tot = -1248.37293 hartree

Atom charges from the natural (NBO) analysis, given in e for atoms 1 to 2:
1 C -0.73
2 C 0.48

---

2.
14 unconnected molecules or ions with the total composition H28O14, computed with ωB97M-V/def2-TZVPD.

Geometry as ORCA input:
```
! RIJCOSX wB97M-V def2-TZVPD def2/J DEFGRID3
* xyz 0 1
O 0.8931 -1.6230 -3.1585
H 1.7811 -2.0100 -3.0445
H 0.8751 -0.7890 -2.6135
O 2.6901 -1.1220 -0.1745
H 1.9311 -0.5970 -0.4055
H 2.4111 -1.9700 -0.4395
O 0.4291 -0.6150 3.5795
H 0.4411 -1.2880 2.9035
H -0.2089 0.0090 3.2185
O 2.1001 0.5240 -2.3345
H 2.1681 1.1310 -3.0965
H 3.0291 0.2630 -2.1365
O -1.1129 1.2140 -2.9075
H -1.8509 1.7210 -2.6585
H -1.2179 1.0870 -3.8795
O -1.3919 1.1810 2.7205
H -0.6569 1.6770 2.3725
H -1.8729 0.7620 1.9805
O 1.1801 -2.5160 1.8285
H 1.7021 -2.8080 2.5555
H 1.6071 -1.8620 1.3735
O 0.0791 -0.4320 -0.3435
H -0.3069 -0.9850 0.3055
H -0.6469 0.2170 -0.4525
O 1.2241 -3.3200 -0.9175
H 0.8401 -2.7660 -1.5705
H 0.6401 -3.2540 -0.1495
O 0.7931 2.6740 -1.2805
H 0.3901 3.2690 -1.9375
H 0.7161 1.7840 -1.5945
O 0.6391 2.6130 1.5295
H 0.2071 3.3790 1.9245
H 0.6361 2.7060 0.5975
O -2.6269 0.2990 0.4245
H -3.4939 0.6810 0.1795
H -2.7269 -0.5540 -0.0925
O -1.6039 -2.5740 2.1265
H -2.1529 -3.0030 2.7545
H -0.7229 -2.7470 2.4435
O -2.5509 3.2340 -0.1505
H -2.1419 2.4510 0.1765
H -2.1159 3.9600 0.3435
*
```

Relative energy (zero: lowest compared OMol25 entry of this formula, charge and spin) = 151.0 kJ/mol
Kohn-Sham gap = 0.3545 Ha
Highest occupied orbital energy = -9.88 eV
E_LUMO = -0.238 eV
E_tot = -1070.14344 hartree

Atom charges from the natural (NBO) analysis, given in e for atoms 1 to 2:
1 O -0.98
2 H 0.47

---

3.
A molecular structure, C15H13F5N7OsSSe, computed with ωB97M-V/def2-TZVPD.

Geometry as ORCA input:
```
! RIJCOSX wB97M-V def2-TZVPD def2/J DEFGRID3
* xyz 3 1
Os -0.3354 -0.5061 -0.4940
C -3.1206 2.4232 1.2165
C -1.9781 1.6397 0.6854
N -1.9904 0.3896 0.3675
N -3.1859 -0.3182 0.2662
C -3.2854 -1.1333 -0.7798
N -4.3523 -1.8212 -1.0606
S -1.8358 -1.2924 -1.8487
C -0.6934 2.2939 0.3644
C -0.4288 3.6099 0.6669
C 0.7441 4.1970 0.1828
C 1.5952 3.4463 -0.6029
C 1.2821 2.1154 -0.8497
N 0.1725 1.5485 -0.3761
H -4.0626 1.8829 1.2261
H -3.2609 3.3293 0.6251
H -2.8979 2.7301 2.2430
H -3.9281 -0.1654 0.9391
H -5.2050 -1.7806 -0.5114
H -4.3575 -2.4590 -1.8492
H -1.1226 4.1900 1.2597
H 0.9694 5.2307 0.4123
H 2.4990 3.8672 -1.0219
H 1.9351 1.4924 -1.4476
F -0.2771 -3.3925 -0.5408
C -0.4942 -2.4925 0.4328
F -1.7954 -2.6082 0.8364
C 0.3062 -2.9930 1.6734
F 1.6177 -3.0766 1.4244
F 0.1000 -2.1723 2.7065
F -0.1316 -4.1938 1.9759
Se 2.4754 -0.0722 2.3241
N 3.9194 -0.5049 1.4402
C 3.6012 -0.8855 0.2105
C 4.4193 -1.3729 -0.8551
C 3.7818 -1.7185 -2.0158
C 2.3705 -1.5930 -2.1752
N 1.5951 -1.1431 -1.2060
C 2.2181 -0.8174 -0.0510
N 1.4030 -0.4234 0.9064
H 5.4909 -1.4696 -0.7340
H 4.3417 -2.1049 -2.8563
H 1.9014 -1.8754 -3.1096
*
```

Relative energy (zero: lowest compared OMol25 entry of this formula, charge and spin) = 69.0 kJ/mol
Kohn-Sham gap (spin up / spin down) = 0.2433 / 0.2433 Ha
Highest occupied orbital energy (spin up / spin down) = -18.87 / -18.87 eV
E_LUMO (spin up / spin down) = -12.247 / -12.247 eV
E_tot = -4351.29748 hartree

Atom charges from the natural (NBO) analysis, given in e for atoms 1 to 2:
1 Os 0.81
2 C -0.71

---

4.
A molecular structure, C35H46FeN6O2SSi, computed with ωB97M-V/def2-TZVPD.

Geometry as ORCA input:
```
! RIJCOSX wB97M-V def2-TZVPD def2/J DEFGRID3
* xyz 0 5
Fe 2.3482 1.5734 -1.4229
C -0.0381 3.6068 -4.4622
C 0.4811 2.9945 -3.1843
N 1.1787 1.8587 -3.0867
N 0.9855 0.9314 -4.0952
C 1.6819 -0.2056 -3.9436
N 1.6739 -1.0661 -4.9744
S 2.4800 -0.5024 -2.4821
C 0.4765 3.7792 -1.9503
C 0.0194 5.1163 -1.8194
C 0.0860 5.6943 -0.5627
C 0.6296 4.9846 0.4998
C 1.1190 3.7125 0.3044
N 1.0645 3.1277 -0.8771
H 0.3707 3.1236 -5.3464
H 0.2569 4.6716 -4.4814
H -1.1328 3.5615 -4.5318
H 0.4994 1.1164 -5.0222
H 1.0773 -0.8325 -5.7626
H 2.2172 -1.8895 -4.9703
H -0.5903 5.5532 -2.6363
H -0.3055 6.6903 -0.3357
H 0.7924 5.5060 1.4418
H 1.6030 3.1272 1.0863
C -1.3353 -2.7656 1.5622
C -2.5201 -2.1232 0.8908
C -3.5280 -3.2378 0.6135
C -3.1608 -1.0302 1.7540
Si -1.8559 -1.2772 -0.7457
O -0.6046 -0.3486 -0.5902
C -1.6556 -2.5890 -2.1639
C -0.3321 -3.0921 -2.2076
C -0.0364 -4.1374 -3.0820
C -0.9930 -4.5702 -3.9680
C -2.2524 -3.9892 -4.0136
C -2.5984 -2.9876 -3.0974
C -3.2069 -0.1317 -1.4424
C -4.4986 -0.4791 -1.8149
C -5.3190 0.5443 -2.3035
C -4.8951 1.8386 -2.4428
C -3.6019 2.1895 -2.0812
C -2.7817 1.1910 -1.5538
H -1.4433 -2.6507 2.6413
H -0.3982 -2.2641 1.3194
H -1.2970 -3.8318 1.3199
H -3.6977 -3.9143 1.4697
H -3.2174 -3.8769 -0.1979
H -4.4743 -2.8134 0.2721
H -3.4224 -1.4642 2.7038
H -4.0805 -0.6002 1.3033
H -2.4113 -0.2539 1.9339
H 0.4444 -2.6344 -1.5687
H 0.9270 -4.6219 -3.0416
H -0.7156 -5.4322 -4.6240
H -2.9437 -4.2215 -4.8455
H -3.5894 -2.5092 -3.1019
H -4.9151 -1.4911 -1.7832
H -6.3805 0.3218 -2.5434
H -5.5683 2.6447 -2.8045
H -3.2133 3.2095 -2.2060
H -1.7989 1.5130 -1.1794
C 3.2991 -1.9705 6.2302
C 2.2852 -2.2288 5.0909
N 1.3624 -1.0983 4.8214
C 0.4967 -0.6839 5.9282
C 0.6475 0.7599 6.2914
C 1.1974 -0.4357 3.5822
O 0.1163 0.1215 3.2967
C 2.2970 -0.2295 2.6089
C 3.6848 -0.4402 2.8347
C 4.5277 -0.2376 1.7627
C 4.1164 0.2910 0.5649
N 2.8713 0.7589 0.4212
C 1.9865 0.3445 1.3423
H 4.0100 -2.7949 6.3493
H 2.7487 -1.7589 7.1660
H 3.9300 -1.0753 5.9966
H 1.5799 -3.0755 5.3044
H 2.7913 -2.5018 4.1553
H 0.6868 -1.3776 6.7549
H -0.5266 -0.9099 5.5609
H 1.6874 1.1492 6.4212
H 0.0407 1.0322 7.1771
H 0.1753 1.3835 5.4979
H 4.0846 -0.7781 3.7944
H 5.5756 -0.4478 1.8154
H 4.7962 0.3778 -0.2658
H 0.9173 0.4277 1.1190
C 4.0990 2.6135 -1.8101
H 3.6994 3.3955 -2.4598
H 4.8310 2.0114 -2.3295
H 4.3818 3.0311 -0.7881
*
```

Relative energy (zero: lowest compared OMol25 entry of this formula, charge and spin) = 0.0 kJ/mol
Kohn-Sham gap (spin up / spin down) = 0.2145 / 0.2079 Ha
Highest occupied orbital energy (spin up / spin down) = -6.97 / -6.98 eV
E_LUMO (spin up / spin down) = -1.128 / -1.319 eV
E_tot = -3791.64870 hartree

Atom charges from the Mulliken analysis, given in e for atoms 1 to 2:
1 Fe -0.17
2 C -1.87

---

5.
13 unconnected molecules or ions with the total composition C5H38N2O13, computed with ωB97M-V/def2-TZVPD.

Geometry as ORCA input:
```
! RIJCOSX wB97M-V def2-TZVPD def2/J DEFGRID3
* xyz 1 2
C 2.5153 -0.8615 0.4253
O 2.6889 -0.9610 -0.9792
C 1.3081 -1.7698 0.6511
C 0.0701 -0.9831 0.3387
C -0.3241 -0.9158 -1.1274
C -1.6177 -0.9043 -1.5245
N -2.1397 -0.4864 -2.8099
N 1.3427 -2.3155 2.0360
H 3.4779 -1.2324 0.8700
H 2.3045 0.1959 0.6029
H 2.5644 -1.8755 -1.3458
H 1.4688 -2.5978 -0.0546
H 0.0827 -0.0076 0.7806
H -0.7719 -1.5491 0.8410
H 0.5300 -0.6399 -1.9849
H -2.4946 -1.0552 -0.8320
H -1.5847 -0.7632 -3.5725
H -2.0555 0.5567 -2.8859
H -3.1710 -1.0643 -2.9917
H 1.3651 -1.5171 2.7873
H 2.1212 -2.9625 2.1182
H 0.4306 -2.8788 2.0494
H -3.2989 4.8231 1.7496
H -1.8077 4.6999 1.3166
O -2.5320 4.2401 1.7234
H -2.9921 -2.1057 5.0115
H -1.6332 -1.4656 5.3168
O -2.0886 -2.1785 4.8024
H 3.6549 4.0341 -0.1408
H 2.7198 4.6744 -1.1198
O 2.8796 3.9392 -0.5847
H -3.0154 2.6205 -2.4590
H -2.5130 2.1161 -1.1111
O -2.5568 1.8483 -2.0491
H 2.1172 1.3357 -3.5212
H 0.8133 1.6150 -2.8932
O 1.2419 0.9235 -3.2530
H 3.1745 -2.9582 -3.6507
H 1.9190 -3.3616 -4.6010
O 2.1801 -2.9526 -3.8066
H -2.6060 2.7899 1.1383
H -2.0044 1.2880 1.1140
O -2.4954 1.9164 0.6219
H 1.5119 2.6386 4.7095
H 0.4275 2.3711 3.6787
O 1.0909 1.9438 4.1052
H -1.4117 2.8894 -2.9552
H -0.8184 3.4339 -4.2374
O -0.5506 3.1514 -3.3357
H -1.4276 -3.2450 3.4831
H -1.1857 -4.6012 2.6280
O -0.9605 -3.7232 2.7426
H 0.5728 -0.3696 -3.8490
H 0.6555 -1.8763 -4.2834
O 0.0445 -1.1189 -4.0761
H 0.4068 -1.4921 4.8596
H 1.3849 -0.3249 5.0584
O 0.9919 -0.9307 4.4756
*
```

Relative energy (zero: lowest compared OMol25 entry of this formula, charge and spin) = 616.8 kJ/mol
Kohn-Sham gap (spin up / spin down) = 0.0783 / 0.3093 Ha
Highest occupied orbital energy (spin up / spin down) = -4.62 / -10.95 eV
E_LUMO (spin up / spin down) = -2.487 / -2.530 eV
E_tot = -1300.47004 hartree

Atom charges from the natural (NBO) analysis, given in e for atoms 1 to 2:
1 C -0.08
2 O -0.72

---

6.
A molecular structure, C2H6N2O3, computed with ωB97M-V/def2-TZVPD.

Geometry as ORCA input:
```
! RIJCOSX wB97M-V def2-TZVPD def2/J DEFGRID3
* xyz 0 1
C -1.7795 -0.4326 -0.0206
N 0.5557 -0.8796 -0.1086
C 1.3007 0.8067 -0.1675
N 2.3292 0.4356 0.4800
O -0.6507 -1.0652 0.6090
O -1.9363 0.8977 0.2968
O 0.6124 1.6801 -0.5994
H -1.2140 1.4060 -0.1131
H 0.5121 -1.3919 -0.9926
H 3.0506 1.0484 0.8227
H 1.5544 -0.9323 0.5119
H -2.6341 -0.9725 0.3880
H -1.7006 -0.6003 -1.1066
*
```

Relative energy (zero: lowest compared OMol25 entry of this formula, charge and spin) = 438.3 kJ/mol
Kohn-Sham gap = 0.3994 Ha
Highest occupied orbital energy = -10.13 eV
E_LUMO = 0.739 eV
E_tot = -414.92868 hartree

Atom charges from the natural (NBO) analysis, given in e for atoms 1 to 2:
1 C 0.21
2 N -0.47